No. 1
ORCA calculation (ωB97M-V with the def2-TZVPD basis set) on a molecular structure, C35H55N5O5PbSSi4 at a distorted geometry.

Geometry as XYZ:
```
106
Properties=species:S:1:pos:R:3
Pb 0.330 -1.052 -1.155
C 1.361 5.737 -3.304
O 2.668 5.228 -3.139
C 2.809 3.990 -2.619
C 4.129 3.497 -2.592
C 4.360 2.234 -2.130
C 3.330 1.399 -1.646
C 3.623 0.055 -1.207
C 5.068 -0.375 -1.063
O 2.765 -0.792 -0.926
C 1.998 1.923 -1.602
O 1.000 1.317 -1.046
C 1.779 3.220 -2.135
H 1.475 6.686 -3.823
H 0.869 5.906 -2.342
H 0.747 5.067 -3.911
H 4.927 4.126 -2.961
H 5.375 1.863 -2.151
H 5.573 -0.351 -2.028
H 5.083 -1.396 -0.690
H 5.595 0.280 -0.370
H 0.756 3.574 -2.136
N -7.123 3.843 0.022
C -6.287 2.768 0.239
C -5.145 2.907 1.036
C -4.318 1.823 1.258
C -4.631 0.590 0.712
C -5.778 0.427 -0.053
C -6.604 1.507 -0.281
S -3.409 -0.688 0.714
O -2.616 -0.514 1.930
O -4.026 -1.970 0.531
N -2.330 -0.337 -0.439
C -2.540 0.032 -1.711
N -3.761 0.223 -2.235
C -3.833 0.690 -3.468
C -2.721 1.004 -4.232
C -1.497 0.707 -3.660
N -1.390 0.220 -2.434
H -6.752 4.763 0.177
H -7.785 3.765 -0.729
H -4.914 3.871 1.471
H -3.427 1.916 1.866
H -5.991 -0.550 -0.460
H -7.496 1.395 -0.886
H -4.838 0.814 -3.861
H -2.810 1.411 -5.227
H -0.563 0.851 -4.192
N -0.550 1.250 1.269
H -1.241 0.666 0.765
H 0.193 1.421 0.563
H -0.997 2.139 1.480
C 0.516 -2.326 -3.182
C 1.470 -3.397 -2.828
C 1.068 -4.530 -2.111
C 1.988 -5.487 -1.710
C 3.334 -5.339 -2.008
C 3.750 -4.222 -2.722
C 2.832 -3.270 -3.128
H -0.491 -2.712 -3.355
H 0.834 -1.766 -4.062
H 0.018 -4.661 -1.869
H 1.659 -6.355 -1.151
H 4.049 -6.094 -1.707
H 4.801 -4.091 -2.949
H 3.162 -2.398 -3.682
C -1.406 -3.182 2.502
Si 0.081 -2.080 2.864
C 0.507 -2.293 4.716
C 1.544 -2.853 1.917
Si -0.062 0.295 2.876
Si 2.141 1.256 3.016
C 2.410 2.791 1.933
C 3.472 -0.007 2.542
C 2.522 1.801 4.798
Si -1.527 1.267 4.498
C -1.691 3.133 4.111
C -3.277 0.568 4.716
C -0.716 1.172 6.218
H -1.218 -4.212 2.813
H -1.648 -3.184 1.439
H -2.295 -2.825 3.020
H 0.846 -3.310 4.923
H -0.361 -2.099 5.350
H 1.304 -1.612 5.028
H 1.367 -3.919 1.757
H 2.476 -2.754 2.475
H 1.709 -2.411 0.937
H 2.283 2.558 0.876
H 3.419 3.186 2.056
H 1.711 3.592 2.185
H 3.230 -0.495 1.597
H 3.560 -0.788 3.300
H 4.451 0.463 2.434
H 1.900 2.645 5.099
H 3.565 2.104 4.902
H 2.340 0.993 5.509
H -2.354 3.324 3.264
H -0.717 3.571 3.879
H -2.096 3.674 4.967
H -3.520 -0.073 3.873
H -4.031 1.356 4.762
H -3.357 -0.026 5.627
H 0.064 1.924 6.340
H -0.265 0.195 6.401
H -1.457 1.339 7.001
```

Output
Relative energy (zero: lowest compared OMol25 entry of this formula, charge and spin) = 1.120 eV
Total charge = 0
HOMO level = -0.252 hartree
2S+1 = 1
Calculated total energy = -102472.5442 eV

No. 2
ORCA calculation (ωB97M-V with the def2-TZVPD basis set) on a single C2H9N2O2P molecule at a distorted geometry.

Geometry as XYZ:
```
16
Properties=species:S:1:pos:R:3
C 1.689 0.759 -0.505
C 0.947 0.472 0.778
N -0.249 -0.334 0.319
N -0.155 -1.727 0.405
P -1.836 0.193 0.566
O -1.839 1.664 -0.199
O -2.479 -0.526 -0.712
H 2.330 1.617 -0.457
H 2.218 -0.051 -0.783
H 0.952 0.858 -1.363
H 1.508 -0.221 1.369
H 0.530 1.372 1.348
H -0.036 -2.112 1.338
H 0.682 -1.910 -0.144
H -2.055 1.334 -1.102
H -2.208 -1.386 -0.858
```

Output
Structure (SMILES) = CCN(N)P(O)O
Relative energy (zero: lowest compared OMol25 entry of this formula, charge and spin) = 1.966 eV
Total charge = 0
HOMO level = -0.304 hartree
2S+1 = 1
Calculated total energy = -18583.4664 eV

No. 3
ORCA calculation (ωB97M-V with the def2-TZVPD basis set) on a single C15H23O3P molecule at a distorted geometry.

Geometry as XYZ:
```
42
Properties=species:S:1:pos:R:3
C -3.191 1.144 3.234
C -3.457 0.846 1.762
C -2.313 0.088 1.088
C -1.029 0.900 0.983
P 0.239 -0.127 0.129
O 0.397 -1.465 0.713
C 1.788 0.885 0.147
C 2.520 0.701 1.476
C 3.393 -0.553 1.501
C 4.667 -0.407 0.678
C -0.243 -0.107 -1.635
C -0.229 1.082 -2.355
C -0.502 1.088 -3.710
C -0.772 -0.101 -4.368
C -0.789 -1.291 -3.664
C -0.540 -1.295 -2.297
C -0.621 -2.587 -1.552
O 0.096 -3.532 -1.732
O -1.667 -2.595 -0.723
H -4.070 1.592 3.692
H -2.956 0.226 3.769
H -2.361 1.835 3.352
H -4.363 0.242 1.682
H -3.636 1.782 1.227
H -2.098 -0.827 1.644
H -2.621 -0.210 0.082
H -1.195 1.831 0.441
H -0.634 1.135 1.975
H 2.412 0.562 -0.688
H 1.530 1.934 -0.009
H 3.143 1.578 1.677
H 1.779 0.630 2.277
H 2.808 -1.396 1.133
H 3.668 -0.764 2.537
H 4.444 -0.246 -0.374
H 5.269 -1.309 0.757
H 5.260 0.433 1.036
H -0.003 2.009 -1.848
H -0.494 2.020 -4.257
H -0.970 -0.100 -5.429
H -1.000 -2.224 -4.165
H -1.659 -3.404 -0.186
```

Output
Structure (SMILES) = CCCCP(=O)(CCCC)c1ccccc1C(=O)O
Relative energy (zero: lowest compared OMol25 entry of this formula, charge and spin) = 0.213 eV
Total charge = 0
HOMO level = -0.354 hartree
2S+1 = 1
Calculated total energy = -31361.4051 eV

No. 4
ORCA calculation (ωB97M-V with the def2-TZVPD basis set) on 5 unconnected molecules or ions with the total composition H8IO4 at a distorted geometry.

Geometry as XYZ:
```
13
Properties=species:S:1:pos:R:3
I -0.029 -1.300 -0.434
O 1.206 2.062 -0.164
H 0.671 1.259 -0.276
H 2.091 1.664 0.046
O -1.567 -2.545 2.619
H -1.444 -2.502 1.680
H -1.383 -1.662 2.899
O -1.320 1.782 0.865
H -2.229 1.888 0.988
H -1.193 0.836 0.788
O 2.065 -0.246 -2.955
H 1.680 -0.604 -3.742
H 1.447 -0.636 -2.314
```

Output
Relative energy (zero: lowest compared OMol25 entry of this formula, charge and spin) = 0.605 eV
Total charge = -1
HOMO level = -0.173 hartree
2S+1 = 1
Calculated total energy = -16423.6570 eV